w.
{
  "formula": "C8H20BN",
  "method": "ωB97M-V/def2-TZVPD",
  "homo_energy_ev": -7.87,
  "e_lumo_ev": 0.00,
  "orbital_gap_ev": 7.86,
  "elements": ["B", "C", "C", "C", "C", "C", "C", "C", "C", "N", "H", "H", "H", "H", "H", "H", "H", "H", "H", "H", "H", "H", "H", "H", "H", "H", "H", "H", "H", "H"],
  "xyz": [[-0.7103, -1.8819, -1.2901], [-1.0150, -1.8105, 1.2892], [0.2319, 0.0212, 2.3327], [-1.7367, 0.5834, 1.0042], [1.8937, -0.1427, -1.6260], [-0.2739, 1.1718, -1.9326], [1.4568, 1.7582, -0.1179], [-0.4968, -0.3617, 1.0898], [0.7512, 0.5486, -0.8734], [0.2930, -0.5369, -0.0800], [-0.4410, -2.9957, -1.1266], [-1.3644, -1.4538, -2.1535], [-0.2485, -2.6256, 1.2111], [-1.7128, -2.0268, 2.1859], [-1.6686, -2.0352, 0.4622], [1.2014, -0.2413, 2.3064], [-0.0354, -0.4708, 3.3341], [0.3808, 1.1126, 2.5299], [-1.5895, 1.5814, 0.9075], [-2.4872, 0.3818, 0.3026], [-2.3383, 0.5038, 1.8307], [2.7608, -0.0154, -1.1149], [1.6230, -1.2607, -1.6379], [1.8098, 0.2206, -2.7141], [0.3842, 2.0056, -2.2794], [-1.0982, 1.4591, -1.3229], [-0.4223, 0.3808, -2.5238], [1.9971, 2.4381, -0.8816], [0.6504, 2.2807, 0.4693], [2.2050, 1.4112, 0.4188]],
  "lowdin_charge": [0.24, -0.07, -0.06, -0.03, -0.05, -0.02, -0.03, -0.61, -0.62, -0.02, 0.00, 0.01, 0.10, 0.13, 0.03, 0.03, 0.12, 0.09, 0.04, 0.07, 0.06, 0.04, 0.09, 0.11, 0.09, 0.05, -0.01, 0.12, 0.09, 0.01]
}

***

x.
{
  "formula": "C8H20BN",
  "method": "ωB97M-V/def2-TZVPD",
  "smiles": "CC[C@H](C)B(N)[C@@H](C)CC",
  "homo_energy_ev": -9.39,
  "e_lumo_ev": 0.63,
  "orbital_gap_ev": 10.02,
  "elements": ["B", "C", "C", "C", "C", "C", "C", "C", "C", "N", "H", "H", "H", "H", "H", "H", "H", "H", "H", "H", "H", "H", "H", "H", "H", "H", "H", "H", "H", "H"],
  "xyz": [[-0.5632, 0.0966, 0.3710], [0.5628, 2.8459, -0.2643], [0.3811, -2.6735, -0.6983], [-1.4598, 1.4410, -1.7430], [0.2335, -1.7627, 2.2774], [0.8900, 1.6159, -0.9426], [1.3957, -1.8061, -0.0328], [-0.3237, 0.6658, -1.1136], [0.6987, -0.9374, 1.0834], [-1.5747, 0.5194, 1.1904], [1.4901, 3.2386, 0.0297], [-0.1149, 2.7978, 0.5954], [0.0395, 3.5387, -1.0680], [0.9333, -3.5263, -1.2853], [-0.3426, -2.0630, -1.2874], [-0.2806, -3.2467, 0.0054], [-1.8719, 2.1818, -1.0118], [-2.3410, 0.8962, -2.1755], [-1.2798, 1.9784, -2.6476], [0.1528, -1.0904, 3.1084], [1.0296, -2.5060, 2.4524], [-0.6572, -2.2865, 2.1164], [1.3895, 1.8492, -1.8949], [1.6850, 1.0357, -0.3817], [2.1653, -2.2811, 0.4697], [1.6695, -0.9755, -0.7275], [-0.0783, -0.1412, -1.7727], [1.4799, -0.2475, 1.5124], [-2.4735, 1.0734, 0.9013], [-1.6129, 0.1729, 2.0470]],
  "lowdin_charge": [-0.38, -0.13, -0.12, -0.11, -0.11, -0.28, -0.25, -0.30, -0.28, 0.22, 0.06, 0.08, 0.12, 0.11, 0.07, 0.08, 0.08, 0.09, 0.06, 0.07, 0.09, 0.05, 0.13, 0.11, 0.08, 0.10, 0.10, 0.12, 0.15, 0.01]
}

***

Structures ranked by computed energy, the most stable listed first: x, w.

***

w.
{
  "formula": "C3H4FN3",
  "method": "ωB97M-V/def2-TZVPD",
  "homo_energy_ev": -8.65,
  "e_lumo_ev": 0.38,
  "orbital_gap_ev": 9.02,
  "elements": ["C", "C", "C", "N", "N", "N", "F", "H", "H", "H", "H"],
  "xyz": [[0.5612, -0.1809, 0.5685], [0.6802, -1.5864, 1.0048], [-0.3429, 0.8174, 1.3844], [-0.0559, -2.0286, 2.0057], [-0.9604, -2.0939, 2.6616], [1.1427, 0.6788, 1.5529], [1.8340, 1.8771, 1.1995], [0.1202, 0.0962, -0.4254], [1.2045, -2.2448, 0.2861], [-0.9500, 1.3945, 0.6463], [-0.7979, 0.6778, 2.4218]],
  "lowdin_charge": [-0.27, -0.14, -0.08, -0.09, 0.22, -0.02, -0.10, 0.15, 0.11, 0.11, 0.11]
}

***

x.
{
  "formula": "C3H4FN3",
  "method": "ωB97M-V/def2-TZVPD",
  "homo_energy_ev": -8.08,
  "e_lumo_ev": -0.14,
  "orbital_gap_ev": 7.94,
  "elements": ["C", "C", "C", "N", "N", "N", "F", "H", "H", "H", "H"],
  "xyz": [[0.3937, -0.9132, 0.0984], [-0.9691, -1.0399, 0.1596], [0.9043, 0.3774, 0.3563], [-1.1646, 1.2719, -0.0363], [-1.6058, 0.2110, 0.0182], [1.8826, 1.0234, -0.0747], [-3.1944, -0.0429, 0.0875], [1.0594, -1.7919, 0.2047], [-1.6144, -1.8113, -0.1385], [2.0707, 0.8262, -1.0202], [2.2377, 1.8893, 0.3451]],
  "lowdin_charge": [-0.08, -0.10, -0.16, 0.20, -0.22, 0.12, -0.22, 0.13, 0.09, 0.11, 0.14]
}

***

Structures ranked by computed energy, the most stable listed first: x, w.

***

w.
{
  "formula": "C2H10O3",
  "method": "ωB97M-V/def2-TZVPD",
  "smiles": "CCO.O.O",
  "homo_energy_ev": -10.53,
  "e_lumo_ev": 0.80,
  "orbital_gap_ev": 11.33,
  "elements": ["C", "O", "C", "H", "H", "H", "H", "H", "H", "H", "H", "O", "H", "H", "O"],
  "xyz": [[-2.0759, -0.2761, -0.5022], [-1.0663, -0.2688, 0.4262], [-1.6791, -0.4621, -1.9196], [-2.8444, -1.0204, -0.2104], [-2.5154, 0.7433, -0.4458], [-0.4106, -0.9127, 0.2505], [-2.2923, 0.2995, -2.5125], [-0.6021, -0.1997, -2.3767], [-1.8782, -1.2273, -2.6243], [2.2478, 0.6015, 0.0396], [3.5628, 0.1671, -0.3365], [2.8893, -0.2012, -0.0707], [1.3226, 0.9503, 2.9289], [0.5510, 0.6321, 1.5640], [1.3507, 1.0194, 1.9262]],
  "lowdin_charge": [-0.35, -0.06, -0.12, 0.12, 0.12, 0.07, 0.09, 0.13, 0.04, 0.09, -0.13, 0.01, 0.09, 0.00, -0.08]
}

***

x.
{
  "formula": "C2H10O3",
  "method": "ωB97M-V/def2-TZVPD",
  "smiles": "C=C.O.O.O",
  "homo_energy_ev": -9.17,
  "e_lumo_ev": 0.40,
  "orbital_gap_ev": 9.57,
  "elements": ["C", "C", "H", "H", "H", "H", "H", "H", "O", "H", "H", "O", "H", "H", "O"],
  "xyz": [[1.8465, -0.1393, -0.1587], [2.0162, -1.2231, -1.0562], [0.9920, 0.5430, -0.3425], [2.1824, 0.0932, 0.8724], [1.7502, -1.0085, -2.1158], [1.9360, -2.3334, -0.8538], [-1.5052, 1.2984, 0.6876], [-2.0844, 2.5468, -0.1074], [-1.7685, 1.6538, -0.2304], [-1.4909, -0.2662, -1.0605], [-2.3391, -1.5462, -0.9353], [-1.7061, -1.1046, -1.4763], [0.1859, 0.3963, 3.0500], [0.3029, 0.6926, 1.5068], [-0.3180, 0.3973, 2.2201]],
  "lowdin_charge": [-0.09, -0.05, 0.03, 0.04, 0.05, 0.07, 0.05, 0.04, -0.08, -0.02, 0.02, -0.05, 0.06, 0.01, -0.07]
}

***

Structures ranked by computed energy, the most stable listed first: w, x.

***

w.
{
  "formula": "C4H6N5",
  "method": "ωB97M-V/def2-TZVPD",
  "smiles": "C1=N\\C=N/N=C\\C\\[NH+]=N/1",
  "total_charge": 1,
  "homo_energy_ev": [-13.61, -14.26],
  "e_lumo_ev": [-6.39, -6.46],
  "orbital_gap_ev": [7.22, 7.80],
  "elements": ["C", "C", "C", "C", "N", "N", "N", "N", "N", "H", "H", "H", "H", "H", "H"],
  "xyz": [[1.2566, 0.8534, -0.2777], [-0.4832, -2.0420, 0.4668], [0.2451, -0.6493, 2.3802], [-0.2353, 0.6272, -1.2099], [1.2939, 0.8104, 0.9534], [-1.1968, -1.2803, -0.3019], [0.0871, -1.6872, 1.5920], [0.8010, 0.5075, 2.0469], [-1.2800, 0.0336, -0.5139], [2.1274, 1.2140, -0.9923], [-0.4597, -3.1266, 0.4090], [0.0251, -0.9842, 3.3992], [-0.5335, 1.6971, -1.5953], [0.3766, -0.0169, -1.8327], [-1.8932, 0.5676, 0.0229]],
  "lowdin_charge": [0.03, -0.17, -0.13, -0.06, 0.05, 0.12, 0.13, 0.11, 0.03, 0.18, 0.15, 0.15, 0.17, 0.11, 0.15]
}

***

x.
{
  "formula": "C4H6N5",
  "method": "ωB97M-V/def2-TZVPD",
  "total_charge": 1,
  "homo_energy_ev": -12.74,
  "e_lumo_ev": -4.18,
  "orbital_gap_ev": 8.56,
  "elements": ["C", "C", "C", "C", "N", "N", "N", "N", "N", "H", "H", "H", "H", "H", "H"],
  "xyz": [[-1.7575, -1.3025, 0.0661], [-0.6091, -0.4834, 0.1144], [1.4502, 1.3038, -0.1879], [0.8004, -1.0329, 0.1128], [-2.8171, -0.4993, 0.0512], [-3.0295, 0.6230, 0.0246], [-0.7853, 0.8158, 0.0979], [1.7378, 0.0362, -0.0699], [0.2405, 1.7443, 0.0360], [-1.9489, -2.3068, 0.4135], [2.2461, 1.9978, -0.5683], [0.8463, -1.6597, 0.9304], [0.9782, -1.5954, -0.7814], [2.5289, -0.3512, -0.5428], [0.1191, 2.7104, 0.3036]],
  "lowdin_charge": [-0.07, -0.24, -0.07, -0.06, -0.03, 0.30, 0.07, 0.10, 0.08, 0.12, 0.19, 0.12, 0.14, 0.16, 0.18]
}

***

Structures ranked by computed energy, the most stable listed first: x, w.